221
Properties=species:S:1:pos:R:3 method="wB97M-V/def2-TZVPD" orbital_gap_ev=8.30 lumo_energy_ev=0.4 smiles=CC1(C)CCCC(C)(C)N1O.CC1(C)CCCC(C)(C)N1O.CC1(C)CCCC(C)(C)N1O.COC[C@H](C)N.COC[C@H](C)N.COC[C@H](C)N.COC[C@H](C)N.COC[C@H](C)N.COC[C@H](C)N.COC[C@H](C)N.CO.CO
C 15.497 -15.078 -21.630
C 14.735 -14.441 -22.803
C 15.539 -14.618 -24.121
C 13.396 -15.142 -22.865
C 12.521 -14.576 -23.953
C 12.334 -13.061 -23.651
C 13.627 -12.270 -23.370
C 14.202 -11.786 -24.767
C 13.198 -10.989 -22.631
N 14.489 -13.032 -22.462
O 15.675 -12.357 -22.141
H 16.558 -15.271 -21.798
H 15.356 -14.476 -20.730
H 15.135 -16.068 -21.340
H 16.472 -14.065 -24.173
H 15.532 -15.699 -24.278
H 14.927 -14.296 -24.963
H 13.361 -16.234 -22.815
H 12.925 -14.944 -21.891
H 12.901 -14.747 -24.967
H 11.572 -15.113 -24.036
H 11.696 -13.208 -22.775
H 11.862 -12.511 -24.464
H 14.127 -12.507 -25.577
H 15.168 -11.309 -24.613
H 13.514 -10.986 -25.054
H 13.985 -10.239 -22.545
H 12.924 -11.289 -21.614
H 12.304 -10.521 -23.042
H 15.444 -11.714 -21.461
C 17.691 -18.070 -22.303
C 19.087 -18.332 -21.700
C 19.926 -19.060 -22.779
C 19.793 -16.986 -21.434
C 19.402 -16.426 -20.065
C 19.680 -17.455 -18.988
C 18.948 -18.850 -19.164
C 19.623 -19.831 -18.218
C 17.469 -18.552 -18.745
N 19.047 -19.243 -20.546
O 18.403 -20.458 -20.840
H 17.358 -18.881 -22.951
H 17.039 -17.866 -21.448
H 17.658 -17.167 -22.916
H 19.996 -18.576 -23.753
H 20.880 -19.309 -22.313
H 19.450 -20.019 -23.005
H 20.879 -17.029 -21.450
H 19.493 -16.268 -22.198
H 20.049 -15.562 -19.876
H 18.392 -16.033 -19.915
H 19.316 -16.996 -18.064
H 20.753 -17.575 -18.844
H 19.288 -20.852 -18.416
H 19.435 -19.713 -17.154
H 20.686 -19.791 -18.463
H 17.246 -18.610 -17.676
H 16.872 -19.408 -19.084
H 17.131 -17.595 -19.137
H 17.456 -20.231 -20.841
C 15.898 -25.419 -16.499
C 15.907 -24.410 -17.665
C 15.636 -23.030 -17.032
C 17.273 -24.477 -18.384
C 17.324 -24.100 -19.878
C 16.158 -24.800 -20.598
C 14.763 -24.627 -20.000
C 14.203 -23.282 -20.442
C 13.940 -25.808 -20.575
N 14.778 -24.707 -18.528
O 13.522 -24.745 -17.934
H 16.852 -25.473 -15.964
H 15.046 -25.469 -15.826
H 15.923 -26.447 -16.891
H 16.422 -22.440 -16.555
H 15.461 -22.322 -17.864
H 14.672 -23.033 -16.529
H 17.904 -23.780 -17.823
H 17.763 -25.444 -18.256
H 17.155 -23.023 -19.980
H 18.267 -24.321 -20.373
H 16.398 -25.853 -20.758
H 16.169 -24.350 -21.595
H 14.072 -23.218 -21.527
H 14.974 -22.547 -20.197
H 13.194 -23.036 -20.106
H 14.428 -26.141 -21.486
H 12.887 -25.546 -20.662
H 13.995 -26.621 -19.850
H 13.267 -23.816 -17.804
C 25.062 -22.378 -16.912
O 23.788 -22.649 -16.373
C 22.902 -23.279 -17.299
C 21.563 -22.582 -17.519
C 20.603 -22.546 -16.365
N 20.954 -23.209 -18.721
H 25.574 -21.908 -16.066
H 25.023 -21.562 -17.647
H 25.587 -23.262 -17.276
H 23.287 -23.423 -18.309
H 22.696 -24.259 -16.854
H 21.885 -21.591 -17.861
H 19.690 -21.984 -16.602
H 21.048 -22.150 -15.455
H 20.011 -23.458 -16.214
H 20.966 -22.672 -19.582
H 19.970 -23.333 -18.510
C 23.987 -22.487 -24.948
O 24.601 -21.871 -23.826
C 23.871 -22.199 -22.648
C 23.977 -21.005 -21.683
C 25.441 -20.773 -21.325
N 23.228 -21.256 -20.443
H 24.051 -23.574 -24.838
H 24.434 -22.089 -25.857
H 22.918 -22.274 -25.075
H 22.809 -22.401 -22.796
H 24.399 -23.055 -22.212
H 23.534 -20.133 -22.168
H 25.546 -19.904 -20.665
H 26.059 -20.541 -22.193
H 25.844 -21.571 -20.697
H 23.781 -21.892 -19.873
H 23.176 -20.437 -19.844
C 24.342 -18.312 -18.238
O 23.245 -19.021 -17.711
C 23.168 -19.220 -16.319
C 22.545 -17.987 -15.636
C 22.511 -18.074 -14.127
N 21.195 -17.691 -16.191
H 25.235 -18.949 -18.266
H 24.710 -17.405 -17.744
H 24.014 -18.022 -19.236
H 22.436 -20.019 -16.195
H 24.171 -19.384 -15.913
H 23.124 -17.059 -15.735
H 21.911 -17.330 -13.605
H 23.493 -18.051 -13.638
H 22.213 -19.056 -13.728
H 21.405 -17.621 -17.178
H 20.760 -18.601 -16.059
C 16.940 -17.937 -25.899
O 16.083 -18.995 -25.486
C 14.898 -18.493 -24.915
C 13.975 -19.646 -24.470
C 14.553 -20.463 -23.320
N 13.867 -20.596 -25.582
H 16.694 -17.584 -26.900
H 17.938 -18.369 -26.028
H 17.101 -17.202 -25.112
H 15.253 -17.861 -24.089
H 14.212 -17.917 -25.553
H 12.986 -19.266 -24.211
H 14.046 -21.384 -23.048
H 14.697 -19.789 -22.467
H 15.579 -20.762 -23.565
H 13.415 -20.074 -26.341
H 14.768 -20.745 -26.030
C 18.902 -13.334 -21.909
O 20.322 -13.481 -22.074
C 21.015 -12.854 -21.022
C 22.480 -13.374 -20.968
C 23.127 -12.868 -19.682
N 23.246 -12.837 -22.110
H 18.687 -12.412 -21.368
H 18.464 -14.162 -21.344
H 18.518 -13.347 -22.928
H 21.088 -11.776 -21.226
H 20.552 -12.962 -20.036
H 22.518 -14.462 -21.063
H 24.168 -13.216 -19.652
H 22.733 -13.308 -18.763
H 23.232 -11.787 -19.580
H 22.907 -11.941 -22.432
H 24.213 -12.740 -21.828
C 12.492 -15.070 -19.016
O 13.321 -16.062 -18.456
C 13.697 -17.197 -19.182
C 13.118 -18.487 -18.571
C 13.373 -18.576 -17.046
N 13.788 -19.550 -19.297
H 13.100 -14.361 -19.587
H 12.023 -14.510 -18.207
H 11.685 -15.489 -19.623
H 13.517 -17.191 -20.260
H 14.779 -17.343 -19.065
H 12.057 -18.476 -18.835
H 12.574 -18.023 -16.548
H 14.310 -18.101 -16.754
H 13.325 -19.625 -16.760
H 13.675 -20.466 -18.879
H 14.784 -19.356 -19.238
C 18.614 -10.706 -14.830
O 19.334 -11.754 -15.448
C 18.960 -13.044 -15.082
C 20.104 -14.036 -15.459
C 20.428 -13.949 -16.963
N 19.731 -15.398 -15.121
H 18.937 -9.744 -15.216
H 18.875 -10.758 -13.765
H 17.528 -10.826 -14.877
H 18.916 -13.257 -14.007
H 18.035 -13.389 -15.547
H 20.996 -13.713 -14.920
H 20.691 -12.907 -17.181
H 19.582 -14.222 -17.597
H 21.307 -14.548 -17.210
H 18.882 -15.734 -15.562
H 20.462 -16.034 -15.476
C 16.203 -14.460 -17.817
O 16.182 -13.102 -18.208
H 16.848 -15.042 -18.478
H 16.559 -14.503 -16.780
H 15.204 -14.870 -17.673
H 17.013 -12.641 -18.082
C 23.044 -16.451 -23.677
O 24.036 -15.462 -23.335
H 22.630 -16.941 -22.797
H 22.257 -15.896 -24.193
H 23.540 -17.188 -24.304
H 23.662 -15.028 -22.557

---

21
Properties=species:S:1:pos:R:3 method="wB97M-V/def2-TZVPD" orbital_gap_ev="9.29 / 7.36" lumo_energy_ev="-8.9 / -10.6" total_charge=+2
C -2.348 -0.311 0.079
C 2.773 1.088 -0.321
C 2.278 -1.298 0.323
C 0.563 0.413 0.376
N -2.810 -1.490 -0.286
N -2.962 0.849 0.130
N 1.770 -0.034 -0.279
O -4.346 0.926 -0.098
H 2.942 1.565 0.587
H 3.701 0.691 -0.636
H 2.654 1.816 -1.139
H 2.711 -1.039 1.234
H 1.463 -2.025 0.206
H 3.224 -1.528 -0.286
H -0.168 1.028 -0.063
H 0.611 0.165 1.418
H -2.392 -2.376 -0.014
H -3.810 -1.643 -0.523
H -2.524 1.707 0.540
H 1.454 -0.314 -1.248
H -4.784 1.812 0.002

---

| no. | E_tot (eV) |
| --- | --- |
| 1 | -100871.4233 |
| 2 | -10853.1755 |